Below is a molecular structure, C47H34N4O2SSbSe4V in a non-equilibrium geometry, with properties calculated with ωB97M-V/def2-TZVPD.

Geometry as XYZ:
```
94
Properties=species:S:1:pos:R:3
V 0.68452 -0.55582 0.22837
C -5.12036 -5.93417 -0.74642
C -5.51676 -4.60590 -0.70952
C -4.57298 -3.60325 -0.55500
C -3.22123 -3.91081 -0.43146
C -2.83322 -5.24631 -0.47150
C -3.77495 -6.25131 -0.63021
C -2.21322 -2.82475 -0.25938
C -2.17317 -2.19061 0.95314
C -3.05241 -2.45152 2.06567
C -2.76475 -1.55700 3.02982
C -1.71395 -0.70386 2.52875
C -1.40671 0.52975 3.02300
C -2.02158 0.89007 4.33313
C -1.52719 0.35686 5.51815
C -2.13183 0.64556 6.73311
C -3.24048 1.47563 6.77842
C -3.73836 2.01756 5.60127
C -3.13378 1.72607 4.39028
C -0.68553 1.53899 2.33167
N 0.01342 1.39560 1.17130
C 0.50565 2.64959 0.88052
C 1.37476 2.97667 -0.18810
C 2.07578 4.28880 -0.16152
C 1.39074 5.49494 -0.28809
C 2.07120 6.70168 -0.26658
C 3.45138 6.72281 -0.12227
C 4.14460 5.52738 -0.01226
C 3.46344 4.32051 -0.03358
C 1.61151 2.16992 -1.27766
C 2.41110 2.50512 -2.44243
C 2.19137 1.52667 -3.34848
C 1.25674 0.61310 -2.72990
N 0.95205 0.98876 -1.48289
C 0.70539 -0.51907 -3.38118
C -0.14248 -1.41981 -2.78931
C -0.81555 -2.46174 -3.54044
C -1.63056 -3.09630 -2.68061
C -1.44561 -2.45430 -1.38998
N -0.53033 -1.47746 -1.45953
C 0.98538 -0.65318 -4.83685
C 1.79552 -1.67437 -5.31664
C 2.03175 -1.78062 -6.68042
C 1.46739 -0.87723 -7.56630
C 0.66350 0.14992 -7.08686
C 0.42983 0.26213 -5.72721
C 0.12492 3.57265 1.89467
C -0.61976 2.88037 2.80367
N -1.25978 -1.21071 1.31201
H -5.85596 -6.71832 -0.86763
H -6.56388 -4.34860 -0.80633
H -4.87652 -2.56364 -0.53331
H -1.78254 -5.48979 -0.38038
H -3.45626 -7.28466 -0.66175
H -3.80868 -3.21792 2.08240
H -3.25900 -1.43688 3.97906
H -0.66336 -0.29537 5.48180
H -1.73322 0.22033 7.64535
H -3.71820 1.69602 7.72462
H -4.60565 2.66495 5.62625
H -3.52175 2.14313 3.46965
H 0.31728 5.47867 -0.42812
H 1.52208 7.62981 -0.37132
H 3.98290 7.66524 -0.10401
H 5.22228 5.52840 0.08554
H 4.00839 3.38769 0.04268
H 3.04289 3.36862 -2.54953
H 2.64046 1.38636 -4.31622
H -0.67423 -2.65093 -4.58932
H -2.29373 -3.91958 -2.87858
H 2.24953 -2.38391 -4.63358
H 2.67898 -2.56925 -7.03437
H 1.65708 -0.96448 -8.62821
H 0.22099 0.86358 -7.77031
H -0.18821 1.06492 -5.34340
H 0.39897 4.61200 1.93548
H -1.07859 3.25459 3.70315
C 2.62703 1.75950 2.68456
S 2.45858 0.09954 1.98462
C 2.00960 -0.69640 3.53986
O 3.86642 -0.27800 1.75207
H 3.40762 1.64855 3.43547
H 1.70205 2.13477 3.11377
H 2.97678 2.41446 1.89162
H 0.98743 -0.44133 3.82140
H 2.72692 -0.36758 4.28838
H 2.09730 -1.76814 3.36814
O 0.42148 -2.94480 2.07978
C 0.34243 -1.99385 1.38715
Se 6.00102 -3.36852 -0.69789
Sb 4.12270 -2.69598 -2.08836
Se 2.33808 -1.61843 -0.55835
Se 4.62860 -0.92677 -3.70874
Se 2.90852 -4.54501 -3.13747
```

Values from the calculation:
net charge = -2
energy = -363793.8965 eV